[1]
C26H48AsNO7PtSi3 as an isolated structure, computed with ωB97M-V/def2-TZVPD.

Positions of all 87 atoms, in Å:
Pt  0.381  0.137  0.606
O  4.275  0.409  2.490
C  3.479  -0.055  1.715
O  2.635  0.495  0.983
C  3.546  -1.667  1.543
C  3.238  -2.037  0.085
C  3.641  -3.511  -0.107
C  2.504  -4.225  0.641
C  1.663  -3.021  1.120
O  1.815  -2.092  0.051
C  2.444  -2.382  2.275
C  1.549  -1.321  3.155
O  2.019  -1.094  4.239
O  0.524  -0.938  2.586
H  4.543  -1.929  1.885
H  3.623  -1.343  -0.659
H  4.625  -3.719  0.302
H  3.652  -3.767  -1.166
H  2.848  -4.837  1.473
H  1.912  -4.850  -0.028
H  0.611  -3.227  1.298
H  2.791  -3.081  3.034
C  -3.833  -0.629  -1.920
Si  -2.186  -0.344  -2.843
C  -1.167  -1.878  -3.369
C  -2.545  0.692  -4.409
As  -0.711  0.940  -1.318
Si  1.309  1.485  -2.652
C  2.035  -0.240  -3.042
C  2.430  2.526  -1.522
C  0.843  2.465  -4.228
Si  -2.144  2.769  -0.605
C  -3.254  2.052  0.771
C  -3.165  3.446  -2.074
C  -0.902  4.131  -0.121
H  -4.328  -1.534  -2.262
H  -4.517  0.199  -2.084
H  -3.659  -0.726  -0.851
H  -1.801  -2.753  -3.490
H  -0.400  -2.122  -2.637
H  -0.683  -1.707  -4.327
H  -3.103  0.091  -5.119
H  -1.641  1.022  -4.906
H  -3.148  1.565  -4.195
H  1.800  -0.930  -2.233
H  3.117  -0.202  -3.141
H  1.642  -0.656  -3.966
H  2.615  2.014  -0.581
H  1.995  3.494  -1.292
H  3.394  2.704  -1.989
H  0.532  1.811  -5.037
H  1.705  3.022  -4.583
H  0.046  3.180  -4.048
H  -4.240  1.794  0.392
H  -3.397  2.744  1.597
H  -2.800  1.139  1.154
H  -3.953  2.766  -2.377
H  -2.534  3.642  -2.937
H  -3.639  4.383  -1.802
H  -0.243  3.776  0.664
H  -1.399  5.027  0.239
H  -0.300  4.413  -0.983
O  -1.778  -0.975  0.418
N  -1.774  -2.258  0.827
C  -1.961  -2.551  2.182
C  -2.117  -3.832  2.583
C  -2.155  -4.896  1.641
C  -2.160  -4.555  0.271
C  -1.996  -3.271  -0.121
H  -1.938  -1.701  2.845
H  -2.219  -4.054  3.635
H  -2.234  -5.919  1.959
H  -2.284  -5.327  -0.473
H  -2.020  -2.937  -1.140
C  -0.002  3.020  4.322
C  1.506  2.994  4.088
C  1.578  2.818  2.577
O  0.386  2.123  2.180
C  -0.450  1.954  3.329
H  -0.415  3.997  4.062
H  -0.279  2.778  5.343
H  1.943  2.129  4.585
H  2.023  3.893  4.413
H  2.460  2.259  2.265
H  1.582  3.785  2.059
H  -0.298  0.956  3.754
H  -1.484  2.052  3.001

Values from the calculation:
DFT total energy, Eh: -4824.22661
Expectation value of S²: 0.7943
Frontier orbital gap (alpha / beta), eV: 4.693 / 4.913
Spin multiplicity: 2
Net charge: +1

***

[2]
C5H9NS2 as an isolated structure, computed with ωB97M-V/def2-TZVPD.

Positions of all 17 atoms, in Å:
C  3.201  0.232  0.021
C  0.317  0.048  0.505
C  -1.241  0.464  -1.209
C  -0.871  -0.436  -0.164
C  -2.378  -0.747  0.484
H  3.128  0.947  1.339
H  4.050  -0.843  -0.254
H  3.493  1.277  -0.997
H  0.240  -0.285  1.632
H  -1.960  0.299  -1.912
H  -0.779  -1.522  -0.479
H  -3.039  -1.257  -0.239
H  -2.120  -1.264  1.356
H  -3.064  0.216  0.961
N  -0.920  1.720  -0.796
S  1.588  -0.695  -0.486
S  0.353  1.848  0.238

Values from the calculation:
DFT total energy, Eh: -1046.77801
Frontier orbital gap, eV: 8.369
Spin multiplicity: 1
Net charge: 0
ΔE to the lowest compared entry with this formula, charge and spin, kcal per mole: 169.6

***

[3]
C28H30Cl2FIrNO2S4 as an isolated structure, computed with ωB97M-V/def2-TZVPD.

Positions of all 69 atoms, in Å:
Ir  0.702  -0.073  0.488
C  -0.302  -1.748  3.070
C  0.708  -2.711  2.480
S  0.788  -2.683  0.673
C  -0.672  -3.580  0.096
C  -2.008  -2.850  0.133
S  -1.875  -1.175  -0.541
C  -3.315  -0.426  0.256
C  -3.268  1.086  0.068
S  -1.714  1.874  0.539
C  -1.818  1.978  2.337
C  -1.503  0.701  3.100
S  0.121  -0.018  2.687
H  -0.348  -1.836  4.156
H  -1.295  -1.940  2.666
H  0.509  -3.725  2.827
H  1.724  -2.453  2.788
H  -0.745  -4.519  0.646
H  -0.413  -3.837  -0.933
H  -2.398  -2.788  1.149
H  -2.730  -3.416  -0.457
H  -3.314  -0.702  1.311
H  -4.228  -0.818  -0.192
H  -4.106  1.560  0.580
H  -3.368  1.325  -0.992
H  -2.820  2.314  2.609
H  -1.130  2.777  2.614
H  -2.264  -0.055  2.914
H  -1.478  0.898  4.172
F  2.584  5.767  -0.145
C  2.154  4.501  0.004
C  1.855  4.040  1.269
C  1.412  2.732  1.410
C  1.255  1.886  0.311
C  1.587  2.390  -0.948
C  2.031  3.697  -1.109
H  1.979  4.693  2.124
H  1.224  2.374  2.417
H  1.476  1.778  -1.832
H  2.277  4.090  -2.086
Cl  5.650  0.723  2.141
C  5.977  1.777  0.799
C  5.535  3.088  0.896
C  5.823  4.003  -0.099
C  6.553  3.595  -1.204
C  6.958  2.280  -1.309
Cl  7.850  1.792  -2.720
C  6.686  1.316  -0.320
N  7.133  0.021  -0.496
C  6.578  -1.184  -0.005
C  7.426  -2.096  0.616
C  6.945  -3.304  1.086
C  5.597  -3.606  0.956
C  4.752  -2.704  0.333
C  5.225  -1.497  -0.170
C  4.310  -0.574  -0.938
C  2.906  -0.536  -0.455
O  1.902  -0.483  -1.220
O  2.638  -0.429  0.802
H  4.984  3.380  1.780
H  5.489  5.027  -0.011
H  6.804  4.285  -1.997
H  7.886  -0.081  -1.156
H  8.468  -1.830  0.744
H  7.619  -3.999  1.568
H  5.209  -4.545  1.328
H  3.706  -2.959  0.206
H  4.316  -0.775  -2.010
H  4.621  0.469  -0.822

Values from the calculation:
DFT total energy, Eh: -4007.35542
Frontier orbital gap, eV: 7.055
Spin multiplicity: 1
Net charge: +1
ΔE to the lowest compared entry with this formula, charge and spin, kcal per mole: 3.5

***

[4]
One molecule with the formula C6H6N2O, computed with ωB97M-V/def2-TZVPD.

Positions of all 15 atoms, in Å:
N  1.488  -3.007  0.594
C  0.801  -2.193  1.053
C  -0.103  -1.088  1.211
N  -0.074  -0.158  2.328
C  0.293  0.989  1.650
O  0.419  2.058  2.160
C  0.238  0.169  0.337
C  0.974  0.200  -1.019
C  -0.509  0.572  -0.926
H  -1.054  -1.512  1.054
H  -0.357  -0.400  3.255
H  1.084  -0.740  -1.530
H  1.829  0.735  -1.221
H  -0.751  1.605  -0.833
H  -1.005  -0.252  -1.374

Values from the calculation:
DFT total energy, Eh: -416.90007
Frontier orbital gap, eV: 11.099
Spin multiplicity: 1
SMILES string: N#C[C@H]1NC(=O)C12CC2
Net charge: 0
ΔE to the lowest compared entry with this formula, charge and spin, kcal per mole: 46.2

***

Number 1: maximum force 0.117 Eh/bohr. Number 2: maximum force 0.147 Eh/bohr. Number 3: maximum force 0.012 Eh/bohr. Number 4: maximum force 0.057 Eh/bohr.